96
Properties=species:S:1:pos:R:3:mulliken_charge:R:1 method="wB97M-V/def2-TZVPD" homo_ev=-10.909 de_lowest_kj_mol=81.1 gap_ev=11.16 e_tot_ha=-2124.072449
N 11.463 7.753 16.923 -0.282
N 15.994 9.479 21.640 -0.414
N 9.711 11.978 18.484 -0.553
N 13.696 11.335 11.563 -0.493
N 10.820 15.198 11.911 -0.438
N 8.112 10.335 14.530 -0.649
N 10.844 5.832 21.201 -0.451
N 12.306 12.871 17.055 -0.088
N 8.979 5.308 12.342 -0.531
N 15.356 7.444 17.149 -0.460
N 10.417 8.315 9.774 -0.533
N 13.124 11.833 20.252 -0.359
N 11.372 9.225 13.487 -0.229
N 16.166 14.975 13.040 -0.507
N 15.539 15.276 17.754 -0.714
N 16.340 11.722 15.624 -0.387
C 8.100 9.207 14.824 0.558
C 11.714 15.072 14.313 -0.198
C 15.189 9.958 22.299 0.419
C 9.289 12.375 17.442 0.378
C 12.133 6.833 17.230 0.418
C 16.696 15.378 13.972 0.397
C 11.838 9.744 19.408 -0.252
C 12.215 9.571 14.172 -0.068
C 8.946 12.928 16.189 0.109
C 11.126 11.469 11.286 -0.271
C 14.214 10.561 23.201 -0.813
C 15.723 12.751 18.539 -0.405
C 10.098 5.584 12.150 0.438
C 12.539 11.417 11.487 0.391
C 8.293 8.626 11.187 -0.157
C 15.653 14.154 18.002 0.115
C 11.270 15.215 12.943 0.208
C 16.460 9.425 18.346 -0.256
C 8.179 7.869 15.296 -0.647
C 12.299 13.641 17.914 0.445
C 9.854 6.259 20.768 0.417
C 12.474 10.937 19.931 0.164
C 12.546 14.606 18.923 -1.396
C 12.892 5.718 17.762 -1.086
C 17.254 11.796 13.134 -0.858
C 17.319 15.879 15.226 -0.447
C 8.592 6.899 20.323 -0.598
C 15.769 8.350 17.690 0.385
C 11.526 5.931 11.951 -0.630
C 9.474 8.474 10.444 0.312
C 16.663 11.708 14.501 0.425
C 13.272 10.096 15.015 0.182
H 13.883 11.481 22.699 0.221
H 18.220 15.286 15.275 0.245
H 7.174 7.464 15.358 0.377
H 8.508 6.971 19.239 0.066
H 8.771 7.191 14.676 0.145
H 8.545 7.954 20.637 0.264
H 15.071 12.090 18.024 -0.089
H 18.285 11.527 13.237 0.333
H 14.026 9.403 15.377 0.219
H 7.728 6.313 20.626 0.325
H 9.886 13.258 15.697 -0.288
H 17.664 16.917 15.206 0.351
H 16.815 10.078 17.588 0.104
H 8.476 12.109 15.557 0.098
H 11.004 15.574 14.957 0.297
H 7.538 9.085 10.557 0.357
H 8.549 7.844 16.263 0.108
H 8.014 7.601 11.579 0.207
H 11.668 14.592 19.568 0.336
H 11.697 13.985 14.556 -0.192
H 10.886 10.736 10.512 0.152
H 12.608 15.515 18.302 0.393
H 13.773 10.846 14.458 0.162
H 17.153 12.814 12.740 0.240
H 10.783 12.505 11.043 0.301
H 13.703 5.979 18.450 0.279
H 11.810 6.912 12.284 0.059
H 13.290 5.146 16.924 0.331
H 10.731 9.664 19.477 0.288
H 10.708 11.176 12.246 -0.113
H 16.730 12.353 18.472 0.531
H 16.621 15.776 16.071 0.019
H 13.385 9.883 23.411 0.259
H 12.728 15.465 14.499 0.336
H 8.651 9.337 11.924 -0.193
H 17.329 9.002 18.805 0.440
H 13.445 14.393 19.473 0.333
H 12.101 9.724 18.318 -0.334
H 15.815 9.937 19.029 -0.211
H 8.140 13.665 16.461 0.320
H 12.917 10.616 15.885 -0.325
H 16.733 11.069 12.470 0.276
H 14.690 10.752 24.156 0.342
H 15.532 12.726 19.618 0.523
H 12.322 8.911 19.911 0.483
H 12.068 5.143 12.526 0.336
H 11.759 5.777 10.829 0.303
H 12.154 5.081 18.217 0.394

---

88
Properties=species:S:1:pos:R:3:mulliken_charge:R:1 method="wB97M-V/def2-TZVPD" homo_ev=-8.365 de_lowest_kj_mol=78.2 gap_ev=8.89 e_tot_ha=-1686.070624
N -4.454 4.765 7.352 -0.431
N -4.591 -2.154 0.496 -0.536
N 1.012 -1.273 -6.966 -0.010
N 3.380 2.628 1.724 0.115
N -2.234 -3.623 -1.459 0.141
N -1.636 1.947 2.343 -0.458
N 2.593 -4.104 2.479 -0.058
N 2.238 2.824 -2.110 -0.554
C 3.848 -4.471 0.663 -0.984
C -0.666 -0.511 -0.018 0.848
C 4.075 -1.039 -2.567 -1.469
C 1.065 -0.839 -4.776 0.154
C 3.428 1.313 2.118 -0.556
C -0.769 -3.367 -3.106 -0.472
C -3.406 4.380 7.088 0.282
C -1.522 -0.434 1.252 0.364
C 3.859 -4.484 2.021 -0.397
C 4.665 1.152 2.735 -0.479
C 1.910 -3.660 1.391 -0.638
C 3.912 -0.136 -1.344 0.478
C 1.776 -1.363 -5.826 -0.782
C 2.610 -3.938 0.244 0.000
C -1.827 3.976 5.219 -0.340
C 5.211 2.447 2.897 -0.406
C -5.644 0.983 -0.791 -0.294
C 4.269 1.318 -1.518 -0.128
C -0.190 -0.711 -6.652 -0.761
C -5.159 -1.402 -0.163 0.246
C -1.978 5.449 4.750 -1.034
C -0.183 -0.429 -5.315 -0.723
C 4.451 3.328 2.170 -0.579
C -1.593 0.909 1.856 -0.004
C -5.231 1.361 0.603 -1.158
C -5.952 -0.498 -1.004 -0.428
C -2.782 -2.698 -2.313 -1.000
C -1.032 -4.060 -1.968 -0.861
C -1.889 -2.533 -3.345 -0.202
C -2.128 3.767 6.728 -0.522
C 3.129 2.134 -1.910 0.272
C -1.160 0.436 -1.143 -0.809
H 5.094 0.243 3.121 0.429
H -4.239 1.134 0.985 0.151
H 5.142 1.528 -2.136 0.365
H -2.540 3.359 4.674 0.211
H -2.314 2.711 6.933 0.255
H 2.586 0.699 1.846 0.403
H -5.711 -0.823 -2.018 0.324
H 5.092 -1.392 -2.744 0.450
H 6.108 2.702 3.440 0.412
H 2.909 -0.404 -1.003 -0.289
H -4.841 1.213 -1.497 0.276
H -2.754 5.401 3.988 0.246
H -3.788 -2.340 -2.203 0.350
H -6.565 1.523 -1.008 0.302
H -2.227 0.282 -1.303 0.048
H -2.674 -3.940 -0.614 0.273
H 0.351 -0.314 0.323 -0.128
H 4.541 -4.882 2.757 0.435
H 0.972 -3.135 1.498 0.427
H 1.201 -1.816 -7.787 0.232
H -1.263 4.123 7.283 0.311
H 0.134 -3.450 -3.688 0.581
H -0.551 -4.819 -1.372 0.472
H -0.623 0.229 -2.066 -0.049
H 2.265 -3.599 -0.720 0.616
H 4.570 4.385 2.007 0.419
H -0.749 -1.479 -0.515 -0.240
H -2.280 6.116 5.554 0.368
H 3.348 -1.849 -2.633 0.259
H 4.690 -4.924 0.162 0.374
H 3.809 -0.489 -3.481 0.367
H -0.841 3.604 4.945 0.353
H -2.144 -1.934 -4.202 0.614
H 4.515 1.690 -0.515 -0.001
H 1.287 -0.793 -3.724 0.497
H 4.514 -0.520 -0.514 0.300
H 2.729 -1.864 -5.873 0.418
H -5.420 2.404 0.880 0.416
H -2.550 -0.722 1.014 -0.379
H -0.987 1.480 -0.874 0.546
H 2.369 -3.951 3.442 0.207
H -5.991 0.938 1.281 0.338
H 2.611 3.010 1.199 0.241
H -0.981 -0.639 -7.381 0.383
H -1.005 0.066 -4.822 0.545
H -1.067 5.808 4.277 0.296
H -1.168 -1.185 1.957 0.371
H -6.967 -0.779 -0.708 0.381

---

88
Properties=species:S:1:pos:R:3:mulliken_charge:R:1 method="wB97M-V/def2-TZVPD" homo_ev=-8.271 de_lowest_kj_mol=0.0 gap_ev=8.68 e_tot_ha=-1686.100413
N -4.439 -0.489 2.081 -0.530
N -6.520 2.983 -4.188 -0.414
N 2.539 0.006 3.675 0.048
N 2.776 -4.396 0.215 0.134
N 0.469 3.659 -2.787 -0.549
N -1.647 1.624 2.442 -0.358
N 0.190 0.084 -0.011 0.688
N 5.013 1.222 -4.266 0.009
C 1.954 -0.989 -0.855 -0.118
C 5.390 1.676 -5.489 -0.522
C 4.168 -4.814 1.906 -0.581
C 3.814 -6.051 1.283 -0.488
C -1.778 -3.888 -0.185 -1.044
C 3.611 -3.812 1.120 -0.183
C 2.445 3.072 -1.190 -0.250
C -3.733 2.220 5.293 -1.059
C -3.519 -1.064 1.710 -0.008
C -2.681 2.095 2.579 0.110
C 4.102 0.205 -4.386 -0.299
C -4.697 1.147 -4.485 -0.656
C 1.963 3.071 0.289 0.670
C -3.575 1.235 -3.434 -0.334
C 1.517 -1.924 4.000 -0.094
C 1.185 -0.437 -1.925 -0.831
C 1.293 0.297 4.150 -0.563
C 2.917 -5.752 0.299 -0.610
C -5.734 2.161 -4.317 0.247
C -2.385 -1.905 1.347 1.111
C -3.989 2.717 2.765 -0.619
C 0.108 0.209 -1.393 -1.163
C -4.058 0.953 -2.006 -0.744
C -4.671 2.263 4.056 -0.320
C 1.183 4.305 0.689 -1.419
C 0.607 -0.892 4.312 -0.371
C 3.940 -0.018 -5.739 -0.485
C 1.244 -0.734 0.287 -0.395
C 2.702 -1.362 3.625 -1.300
C 1.341 3.394 -2.093 0.248
C -2.853 -3.163 0.619 -0.547
C 4.743 0.883 -6.436 -0.431
H 1.255 -2.967 4.102 0.453
H 2.190 -3.927 -0.451 0.220
H 2.840 2.094 -1.463 0.066
H 2.874 -1.534 -0.988 0.769
H 2.795 3.022 0.993 0.380
H -0.978 -3.225 -0.516 0.133
H 0.911 1.296 4.277 0.464
H -3.146 2.234 -3.497 0.317
H 3.316 0.632 3.577 0.215
H -0.593 0.897 -1.837 0.767
H -4.097 2.547 6.264 0.360
H 6.178 2.390 -5.657 0.362
H -2.971 2.968 5.036 0.268
H 3.645 -2.745 1.256 0.315
H 2.437 -6.446 -0.372 0.391
H -2.829 0.499 -3.737 0.278
H -3.389 -3.841 1.282 0.379
H 0.609 4.046 1.584 0.342
H 3.659 -1.844 3.522 0.600
H -4.710 0.080 -1.964 0.340
H -5.478 2.971 4.245 0.330
H -4.564 2.538 1.854 0.240
H -5.102 1.268 3.976 0.299
H 1.586 -1.010 1.275 -0.291
H 1.372 -0.563 -2.981 0.545
H -3.235 1.261 5.417 0.242
H -3.835 3.800 2.735 0.409
H 1.377 2.153 0.338 -0.601
H -5.153 0.156 -4.426 0.310
H -2.187 -4.456 -1.020 0.393
H -1.679 -1.295 0.787 -0.634
H 0.416 4.604 -0.027 0.380
H 3.739 -0.240 -3.475 0.367
H 1.831 5.147 0.929 0.344
H -4.231 1.211 -5.468 0.345
H 4.762 1.026 -7.503 0.385
H 3.229 3.829 -1.276 0.469
H -1.317 -4.670 0.430 0.316
H -0.438 0.551 0.627 0.059
H -1.935 -2.146 2.315 0.188
H 4.782 -4.602 2.766 0.406
H -4.533 1.825 -1.560 0.341
H 4.122 -7.043 1.564 0.401
H 5.416 1.594 -3.427 0.209
H -3.218 0.732 -1.342 -0.016
H -3.597 -2.850 -0.122 0.269
H -0.431 -0.946 4.593 0.503
H 3.371 -0.812 -6.195 0.393

---

104
Properties=species:S:1:pos:R:3:mulliken_charge:R:1 method="wB97M-V/def2-TZVPD" homo_ev=-10.524 de_lowest_kj_mol=652.0 gap_ev=10.43 e_tot_ha=-3053.816092
O 1.655 -4.915 -4.633 -0.476
O -8.679 4.404 0.157 -0.324
O 2.586 5.217 -0.479 -0.360
O 3.113 -0.879 10.362 -0.523
O 3.738 2.420 -5.745 -0.563
O 5.316 3.084 -7.170 -0.339
O -3.911 -1.166 7.354 -0.350
O 3.079 -5.662 -6.221 -0.338
O -5.545 -9.650 -1.819 -0.550
O -3.049 -3.034 6.601 -0.348
O -0.604 -1.267 0.178 -0.313
O 1.743 5.979 1.495 -0.538
O 6.018 2.138 -5.278 -0.299
O 3.858 -4.071 -4.850 -0.377
O 0.000 -0.426 2.007 -0.610
O -7.002 5.603 1.094 -0.361
O 0.225 0.730 -0.005 -0.286
O 3.480 1.141 9.232 -0.376
O 1.905 -0.231 8.525 -0.301
O -2.679 -2.350 8.894 -0.573
O 3.765 4.956 1.345 -0.350
O -9.022 5.334 2.223 -0.488
O -6.492 -7.748 -2.575 -0.329
O -6.730 -8.290 -0.499 -0.347
C -7.278 -6.956 -0.607 0.316
C -5.075 4.597 -0.089 -1.360
C 4.936 2.479 -6.001 0.648
C -0.013 -0.380 0.797 0.645
C 2.621 5.435 0.880 0.645
C -3.144 -2.163 7.738 0.668
C 4.608 4.618 0.290 0.389
C -3.810 -2.507 5.566 -0.353
C 2.945 1.784 8.158 0.677
C 5.096 3.167 0.407 -1.368
C 2.716 -4.855 -5.158 0.639
C 2.881 -0.052 9.509 0.620
C 3.944 2.405 7.329 -1.556
C -6.301 -8.721 -1.633 0.653
C 1.991 0.782 7.523 -0.375
C -6.232 -5.964 -0.053 -1.239
C 6.164 -4.929 -4.637 -1.300
C 0.074 0.405 -1.306 -0.295
C 4.400 -5.449 -6.601 -0.364
C -2.168 -0.911 -1.749 -1.279
C -7.399 -6.845 -2.119 -0.489
C 7.202 2.564 -5.944 -0.409
C -8.350 5.197 1.242 0.636
C 7.152 4.435 -7.674 -1.397
C -0.704 -0.900 -1.180 0.287
C 3.839 4.922 -1.006 -0.204
C -4.544 -1.313 6.049 0.405
C -7.644 4.510 -0.782 -0.344
C -6.514 5.319 -0.163 0.389
C 6.699 2.997 -7.308 0.310
C -4.533 0.053 5.303 -1.242
C 5.055 -4.475 -5.562 0.347
H 3.745 4.049 -1.652 0.270
H 7.973 1.857 -6.250 0.317
H -5.306 -5.746 -0.584 0.304
H 4.815 -6.453 -6.510 0.278
H -4.394 -3.239 5.008 0.295
H -3.048 -2.140 4.879 0.274
H -2.698 -0.009 -1.443 0.299
H 0.996 0.285 -1.874 0.267
H -2.799 -1.766 -1.504 0.336
H 7.705 3.421 -5.495 0.319
H 4.523 -5.039 -7.603 0.272
H -8.298 -6.875 -0.231 0.336
H 2.405 0.504 6.554 0.289
H 0.960 1.116 7.404 0.261
H 5.820 3.084 1.217 0.370
H -7.168 -5.832 -2.446 0.309
H -5.481 0.570 5.459 0.328
H -4.295 -0.154 4.260 0.365
H -7.216 3.524 -0.960 0.276
H 4.747 2.818 7.941 0.358
H 8.241 4.472 -7.639 0.407
H -3.671 0.647 5.607 0.320
H -6.831 -5.053 -0.043 0.386
H 6.918 2.222 -8.042 0.325
H 6.140 -4.212 -3.816 0.329
H 5.257 2.732 -0.580 0.336
H 3.555 3.176 6.665 0.337
H 4.443 5.660 -1.534 0.245
H 4.425 1.591 6.785 0.394
H 6.969 4.727 -8.708 0.347
H 7.168 -5.043 -5.044 0.340
H -4.471 5.283 0.504 0.352
H -4.462 4.489 -0.983 0.359
H -5.598 -1.485 6.266 0.211
H 5.736 -5.853 -4.249 0.335
H -6.018 -6.255 0.976 0.350
H -8.030 5.014 -1.668 0.276
H -5.208 3.702 0.519 0.352
H 5.337 -3.555 -6.074 0.316
H 4.333 2.500 0.808 0.340
H -8.430 -7.062 -2.401 0.300
H 6.758 5.186 -6.989 0.332
H 5.559 5.132 0.425 0.226
H 2.479 2.649 8.630 0.196
H -0.531 1.169 -1.795 0.284
H -6.397 6.256 -0.706 0.237
H -1.859 -0.926 -2.794 0.353
H -0.181 -1.704 -1.699 0.311

---

104
Properties=species:S:1:pos:R:3:lowdin_spin:R:1 method="wB97M-V/def2-TZVPD" total_charge=+1 homo_ev="-12.100 / -12.100" de_lowest_kj_mol=286.9 gap_ev="9.75 / 2.56" e_tot_ha=-3053.460465 multiplicity=2
O -0.642 3.722 -0.267 0.000
O -0.066 5.286 -1.709 0.000
O 4.821 0.735 2.839 0.000
O 5.133 -3.779 -1.758 0.100
O 3.032 -7.803 -4.247 0.024
O -3.188 5.623 2.638 0.000
O 3.128 1.047 4.363 0.000
O 1.369 -6.761 -3.042 0.001
O -0.433 5.783 0.367 0.000
O 4.164 2.774 3.318 0.000
O 5.437 -5.847 -0.946 0.488
O 0.795 -8.152 -4.627 0.001
O -5.344 6.379 2.243 0.000
O -4.883 4.271 2.821 0.000
O 3.532 1.384 -1.113 0.000
O -5.673 -0.434 3.089 0.000
O -1.087 -1.322 -1.154 0.000
O 0.638 -1.531 0.123 0.000
O -5.728 0.451 1.014 0.000
O 1.650 2.342 -1.882 0.000
O 2.795 1.149 -3.344 0.000
O 7.155 -4.426 -1.399 -0.006
O -3.679 -0.430 1.908 0.000
O 0.331 -3.003 -1.484 0.004
C -4.900 -0.135 2.005 0.000
C -1.180 -0.145 -0.348 0.000
C -4.510 5.564 2.537 0.000
C -7.064 -0.117 2.861 0.000
C -0.766 -5.688 -2.944 0.000
C -0.082 -0.419 0.690 0.000
C 1.809 -7.632 -3.943 0.001
C 6.052 -4.642 -1.407 0.017
C -3.723 3.592 3.095 0.000
C 3.407 -5.935 0.182 0.095
C 4.254 -0.536 3.109 0.000
C 0.933 2.263 -3.083 0.000
C 1.185 0.367 -4.658 0.000
C 0.871 0.817 1.047 0.000
C 0.133 6.701 -1.815 0.000
C -0.376 -8.029 -3.805 0.000
C -2.556 4.305 2.514 0.000
C 1.792 1.636 -4.153 0.000
C -0.027 -7.002 -2.843 0.000
C -0.062 -2.019 -0.906 0.000
C -0.440 4.884 -0.545 0.000
C -0.720 7.323 -2.912 0.000
C 3.877 -4.301 -1.788 0.050
C 5.251 -1.492 3.527 0.000
C 2.731 1.667 -2.030 0.000
C -1.386 4.351 3.453 0.000
C 4.064 1.606 3.465 0.000
C -0.142 7.025 -0.366 0.000
C -7.003 0.626 1.522 0.000
C -7.641 0.709 4.097 0.000
C 3.052 -0.279 4.076 0.000
C 4.046 -5.743 -1.156 0.113
H 1.911 -0.390 -4.954 0.000
H 2.046 -0.344 3.662 0.000
H -1.833 -5.884 -3.049 0.000
H -2.246 4.133 1.483 0.000
H 2.090 2.193 -5.041 0.000
H -0.366 7.026 -3.899 0.000
H 3.188 -0.905 4.959 0.000
H 1.894 0.444 1.099 0.000
H 3.070 -3.692 -1.379 0.021
H -0.472 -5.031 -3.763 0.000
H -0.568 3.728 3.089 0.000
H 4.910 -2.451 3.918 0.000
H 0.782 7.602 -0.318 0.000
H 3.891 -6.542 -1.881 0.051
H -2.178 -0.115 0.088 0.000
H 6.021 -1.622 2.768 0.000
H 0.737 1.650 0.357 0.000
H -0.497 -0.515 1.694 0.000
H 3.569 -4.373 -2.831 0.032
H -7.298 1.666 1.662 0.000
H -1.022 7.668 -0.378 0.000
H -0.884 0.810 -0.781 0.000
H -0.131 -7.379 -1.826 0.000
H -3.806 2.572 2.721 0.000
H 0.628 0.669 -5.545 0.000
H -0.034 1.761 -3.038 0.000
H 0.510 1.304 1.952 0.000
H -0.640 -5.100 -2.035 0.000
H 3.309 -5.069 0.837 0.003
H -7.514 -1.103 2.754 0.000
H 0.504 -0.096 -3.944 0.000
H -8.725 0.824 4.055 0.000
H 3.906 -6.732 0.733 0.000
H -3.564 3.532 4.172 0.000
H 0.843 3.324 -3.319 0.000
H -7.691 0.294 0.745 0.000
H 5.833 -1.021 4.320 0.000
H -1.189 -7.673 -4.437 0.000
H -7.434 0.338 5.101 0.000
H -0.615 8.402 -3.021 0.000
H -7.345 1.758 4.116 0.000
H 3.802 -0.885 2.181 0.000
H -0.936 5.326 3.643 0.000
H -1.797 7.163 -2.876 0.000
H 1.174 6.873 -2.091 0.000
H -0.785 -8.875 -3.252 0.000
H 2.408 -6.183 -0.178 0.006
H -1.594 4.147 4.503 0.000